(1)
38
Properties=species:S:1:pos:R:3 method="wB97M-V/def2-TZVPD" total_charge=+2 lumo_ev=-7.9 homo_energy_ev=-15.53 orbital_gap_ev=7.6 max_force_ev_per_a=2.2 total_energy_ev=-44428.83750
Zr 0.95 -0.41 1.65
O 3.71 1.53 3.96
C 3.30 0.75 3.04
O 2.33 1.02 2.28
C 4.08 -0.52 2.87
O 3.29 -1.51 2.20
C 2.81 -2.64 3.03
C 1.37 -2.20 3.03
O 1.07 -1.15 3.67
O 0.68 -2.44 1.97
H 3.22 2.38 3.98
H 4.93 -0.28 2.22
H 4.47 -0.87 3.82
H 2.97 -3.55 2.48
H 3.28 -2.65 4.01
C -2.30 2.96 -1.84
Si -2.83 1.20 -1.97
C -3.40 0.80 -3.67
C -4.09 0.74 -0.71
C -1.24 0.13 -1.68
C -0.71 -0.59 -2.75
C 0.48 -1.34 -2.67
C 1.16 -1.34 -1.49
N 0.69 -0.64 -0.44
C -0.48 0.06 -0.52
S -1.03 0.82 1.03
H -3.14 3.63 -2.03
H -1.52 3.18 -2.58
H -1.91 3.20 -0.85
H -4.30 1.38 -3.89
H -3.67 -0.26 -3.77
H -2.67 1.05 -4.44
H -5.06 1.13 -1.05
H -3.89 1.16 0.28
H -4.20 -0.35 -0.62
H -1.24 -0.59 -3.69
H 0.85 -1.90 -3.52
H 2.08 -1.89 -1.35

=====

(2)
5
Properties=species:S:1:pos:R:3 method="wB97M-V/def2-TZVPD" total_charge=+1 lumo_ev=-5.9 homo_energy_ev=-13.59 orbital_gap_ev=7.7 max_force_ev_per_a=4.5 total_energy_ev=-23578.84945
O -1.48 0.39 -0.01
C -0.29 0.65 -0.06
O 0.39 -0.63 -0.04
Ca 1.91 0.84 0.09
H -0.52 -1.24 0.03